{
  "formula": "CH2Cl2N2O2",
  "method": "ωB97M-V/def2-TZVPD",
  "elements": ["O", "N", "O", "C", "N", "Cl", "Cl", "H", "H"],
  "xyz": [[-2.085149, -0.802058, -0.373441], [-1.046613, -0.766129, 0.246940], [-0.756130, -1.551829, 1.119673], [-0.182104, 0.404902, -0.049672], [1.179076, 0.233062, 0.254412], [1.964979, -0.870409, -0.754214], [1.892767, 1.747182, 0.254008], [-0.394793, 0.363096, -1.153462], [-0.572035, 1.242179, 0.455753]],
  "forces_ev_per_angstrom": [[-0.05, 0.26, -0.49], [-0.88, -1.13, 1.88], [0.58, 0.14, -0.08], [-0.64, -1.41, -3.36], [0.04, -0.71, 1.41], [0.21, -0.38, -0.50], [0.87, 1.12, -0.04], [0.46, 1.21, 0.70], [-0.58, 0.90, 0.48]],
  "smiles": "O=[N+]([O-])CN(Cl)Cl",
  "e_above_lowest_kj_mol": 29.9,
  "homo_lumo_gap_ev": 9.986,
  "spin_multiplicity": 1,
  "total_energy_ev": -33184.0091
}

***

{
  "formula": "C4H9N2O2",
  "method": "ωB97M-V/def2-TZVPD",
  "elements": ["O", "C", "N", "C", "O", "C", "N", "C", "H", "H", "H", "H", "H", "H", "H", "H", "H"],
  "xyz": [[-0.117105, -2.392449, 1.294302], [-1.205755, -2.493169, 0.612527], [-2.409828, -3.051534, 0.756073], [0.913382, 4.691471, 0.346238], [0.781791, 5.750976, 0.880637], [-0.938556, -1.452219, -0.701061], [0.550114, -1.307413, -0.947980], [1.255746, -0.352368, -0.099890], [-3.127191, -3.083299, 0.073977], [0.327916, 3.837271, 0.872861], [1.419525, 4.601860, -0.675550], [-1.408587, -1.720324, -1.677126], [-1.413008, -0.502694, -0.328070], [1.011940, -2.226911, -0.773342], [1.187808, -0.380496, 1.036488], [2.255062, -0.518009, -0.272120], [0.916754, 0.599303, -0.397962]],
  "forces_ev_per_angstrom": [[-2.99, -1.62, 0.11], [0.15, 1.73, -2.09], [3.07, -0.17, 2.54], [-1.53, -1.00, 0.09], [0.56, 0.94, 0.03], [0.52, -0.74, 0.81], [-0.74, -0.70, 0.47], [-1.99, -0.79, 1.56], [0.19, 0.75, -1.29], [1.31, 0.37, -1.28], [-0.34, -0.34, 1.17], [0.09, -0.03, 0.76], [0.75, -0.55, -0.54], [-1.04, 0.91, -0.05], [-0.61, -0.51, -1.15], [2.60, 0.17, -0.72], [0.01, 1.57, -0.42]],
  "charge": -1,
  "e_above_lowest_kj_mol": 362.3,
  "homo_lumo_gap_ev": 6.086,
  "spin_multiplicity": 1,
  "total_energy_ev": -11367.4108
}